ORCA calculation (ωB97M-V with the def2-TZVPD basis set) on a molecular structure, C69H63AsCdN5O7.

```
146
Properties=species:S:1:pos:R:3:forces:R:3:mulliken_charge:R:1
Cd 1.2823 1.0345 -1.4495 -0.1 0.0 -0.1 5.7842
O 3.8371 1.3082 -4.9765 0.0 0.0 0.0 -0.8618
C 2.9676 1.0811 -4.1169 -0.1 0.1 0.0 -0.4470
N 2.6182 1.8114 -3.0723 0.0 -0.1 -0.1 -0.4028
C 3.3119 3.0565 -2.8733 0.0 0.0 0.0 -1.9006
C 4.0845 3.1007 -1.5762 -0.1 0.1 0.1 0.5690
C 4.2610 4.3176 -0.9127 0.0 -0.1 0.0 -0.4386
C 4.9678 4.3462 0.2716 0.1 0.0 0.0 -0.2999
C 5.4750 3.1541 0.7746 0.2 0.1 -0.3 -0.8668
C 5.2364 1.9960 0.0566 0.0 0.0 0.0 -0.2067
N 4.5663 1.9592 -1.0933 0.1 0.0 0.0 -0.2443
C 2.1061 -0.1656 -4.3100 0.0 0.0 0.0 0.3775
C 2.1609 -0.8521 -5.5167 0.0 0.0 0.0 -0.6573
C 1.2969 -1.9159 -5.7135 0.0 0.0 0.0 -0.5953
C 0.4051 -2.2617 -4.7070 0.0 0.0 0.0 -0.9465
C 0.4277 -1.5379 -3.5252 0.0 -0.1 0.1 -1.0518
N 1.2717 -0.5266 -3.3359 0.1 0.0 0.0 0.4564
H 4.0099 3.2528 -3.6960 0.0 0.0 0.0 0.6248
H 2.5784 3.8709 -2.8482 0.0 0.0 0.0 0.2290
H 3.8145 5.2173 -1.3176 0.0 0.0 0.0 0.3705
H 5.1029 5.2771 0.8093 0.0 0.0 0.0 0.3468
H 6.0279 3.1214 1.7046 0.1 0.0 -0.1 0.7181
H 5.5951 1.0391 0.4257 0.0 0.0 0.0 0.4432
H 2.8672 -0.5169 -6.2624 0.0 0.0 0.0 0.5902
H 1.3083 -2.4633 -6.6491 0.0 0.0 0.0 0.3743
H -0.3024 -3.0722 -4.8290 0.0 0.0 0.0 0.5677
H -0.2355 -1.7527 -2.6980 -0.1 0.0 0.1 0.8481
C -4.1540 2.7914 2.4751 0.0 0.0 0.0 -1.7388
C -3.3575 3.2887 1.2806 0.0 0.0 0.0 1.3106
C -3.8682 4.6280 0.7673 0.0 0.0 0.0 -1.8695
O -2.0025 3.3832 1.6483 0.0 0.0 0.0 -0.1312
C -1.2410 2.9844 0.4943 0.0 0.0 0.0 -1.7653
C -2.0902 1.7954 -0.0018 0.1 0.1 0.0 1.1029
O -3.4114 2.3421 0.2277 0.0 -0.1 0.0 -0.3696
C -1.9385 1.2597 -1.4500 0.0 0.0 0.1 1.3858
O -0.8119 0.4774 -1.4956 0.0 0.1 -0.1 -0.7525
C -3.0824 0.2837 -1.8224 0.0 -0.1 0.0 -0.2008
C -3.0179 -0.2487 -3.1135 0.0 0.0 0.0 -0.1699
C -3.8920 -1.2315 -3.5379 0.0 0.0 0.0 -0.8113
C -4.8720 -1.7139 -2.6751 0.0 0.0 0.0 -0.7330
C -4.9483 -1.1968 -1.3940 0.0 0.0 0.0 -0.7657
C -4.0576 -0.2123 -0.9652 0.0 0.0 0.0 -0.4073
C -1.9784 2.4115 -2.4789 0.0 0.0 0.1 -0.2057
C -3.0766 3.2712 -2.5638 0.0 0.0 0.0 -0.0922
C -3.0986 4.3126 -3.4793 0.0 0.0 0.0 -0.9435
C -2.0320 4.5072 -4.3485 0.0 0.0 0.0 -0.8761
C -0.9565 3.6349 -4.3010 0.0 0.0 0.0 -0.5791
C -0.9378 2.5955 -3.3787 0.0 0.0 0.0 -0.4709
C 0.2845 3.0652 0.8059 -0.1 0.1 0.1 0.7160
O 0.9658 2.8290 -0.3464 0.0 0.2 0.0 -0.8076
C 0.4602 4.5790 1.1689 -0.1 0.0 0.0 0.6348
C 0.8815 5.4434 0.1681 0.0 0.0 0.0 -0.5932
C 1.0479 6.7998 0.4242 0.0 0.0 0.0 -1.0096
C 0.7951 7.3093 1.6891 0.0 0.0 0.0 -0.5982
C 0.3718 6.4497 2.6964 0.0 0.0 0.0 -1.1004
C 0.2048 5.0987 2.4350 0.0 0.0 0.0 0.1836
C 0.9886 2.3080 1.9947 0.1 -0.2 -0.1 0.2649
C 1.2776 0.3842 3.7520 0.0 0.0 0.1 0.5432
C 2.4700 0.8051 4.5538 0.0 0.0 0.1 -1.4720
C 3.3511 1.7484 4.1631 0.0 0.0 0.0 -0.8235
C 3.3480 2.4426 2.9209 0.0 0.1 0.2 -0.6821
C 2.3446 2.5937 1.9677 0.0 -0.1 0.0 0.2006
H -3.9410 3.4103 3.3483 0.0 0.0 0.0 0.3358
H -3.8837 1.7575 2.6906 0.0 0.0 0.0 0.3058
H -5.2220 2.8366 2.2585 0.0 0.0 0.0 0.4320
H -3.8756 5.3579 1.5785 0.0 0.0 0.0 0.4120
H -4.8792 4.5173 0.3715 0.0 0.0 0.0 0.4067
H -3.2177 4.9897 -0.0286 0.0 0.0 0.0 0.2984
H -1.3364 3.7555 -0.2821 0.0 0.0 0.0 0.7838
H -1.9482 0.9261 0.6275 0.0 -0.1 0.1 -0.9493
H -2.2464 0.1154 -3.7818 0.0 0.0 0.0 0.3334
H -3.8120 -1.6243 -4.5451 0.0 0.0 0.0 0.4318
H -5.5683 -2.4762 -3.0040 0.0 0.0 0.0 0.3908
H -5.7179 -1.5505 -0.7177 0.0 0.0 0.0 0.4049
H -4.1432 0.1759 0.0398 0.0 0.0 0.0 0.3944
H -3.9193 3.1181 -1.9048 0.0 0.0 0.0 0.4874
H -3.9567 4.9744 -3.5168 0.0 0.0 0.0 0.4169
H -2.0486 5.3216 -5.0630 0.0 0.0 0.0 0.3551
H -0.1229 3.7541 -4.9835 0.0 0.0 0.0 0.5180
H -0.1015 1.9129 -3.3777 0.0 0.0 0.0 0.6692
H 1.0836 5.0174 -0.8069 0.0 0.0 0.0 0.3960
H 1.3787 7.4606 -0.3691 0.0 0.0 0.0 0.4554
H 0.9281 8.3652 1.8929 0.0 0.0 0.0 0.3748
H 0.1715 6.8347 3.6898 0.0 0.0 0.0 0.4491
H -0.1269 4.4384 3.2274 0.0 0.0 0.0 0.3048
H 0.6002 -0.1023 4.4658 0.0 0.0 0.0 0.7499
H 2.6328 0.2976 5.4989 0.0 0.0 0.0 0.3816
H 4.1964 1.9444 4.8167 0.0 0.0 0.0 0.3184
H 4.2742 2.9543 2.6814 -0.3 -0.1 0.2 0.2179
H 2.6597 3.1224 1.0735 -0.1 0.0 0.0 -0.3058
C 3.4791 -1.8424 -1.1288 -0.1 0.0 0.0 -1.4686
C 3.1314 -1.1065 0.1303 0.0 0.0 0.2 0.4710
O 2.6689 0.0289 0.1383 -0.1 -0.1 0.0 -0.9752
N 3.3801 -1.7423 1.3006 -0.3 -0.1 0.0 0.0493
C 3.0056 -1.1431 2.5677 0.0 0.1 0.0 -1.6268
C 1.5621 -0.6888 2.7232 -0.1 -0.1 -0.1 0.4015
C 0.4235 1.5974 3.2166 0.0 0.1 0.1 0.6624
C -1.0029 1.1507 3.2232 0.0 0.1 0.0 -0.7714
C -1.4207 -0.0277 2.7288 0.0 0.0 -0.2 -1.5748
C -0.6551 -0.9855 1.9788 0.0 0.0 0.2 -0.4940
N 0.6498 -1.2959 2.0244 0.4 0.1 -0.3 0.8887
H 3.7017 -1.1117 -1.9042 0.0 0.0 0.0 0.2570
H 2.6068 -2.4290 -1.4242 0.0 -0.1 -0.1 0.0925
H 4.3354 -2.5023 -0.9816 -0.1 0.0 0.0 0.4809
H 3.4999 -2.7392 1.2558 0.0 -0.1 0.0 0.2771
H 3.6472 -0.2803 2.7397 0.0 0.0 0.0 0.3952
H 3.2535 -1.8656 3.3542 0.0 0.0 0.0 0.3442
H 0.5116 2.3455 4.0204 0.0 0.0 0.0 0.6268
H -1.7239 1.8138 3.6803 0.0 0.0 0.0 0.3250
H -2.4890 -0.2325 2.7489 0.0 0.0 -0.1 0.1953
H -1.2020 -1.5189 1.2116 0.0 -0.2 0.1 0.9005
O 0.0860 -3.4478 -0.6674 -0.1 0.1 0.0 0.2473
As -0.4638 -4.5863 0.3687 0.0 -0.1 -0.2 0.9365
C -1.8045 -4.1213 1.6724 0.1 0.1 0.0 0.3243
C -2.9354 -3.4441 1.2228 0.0 0.1 0.0 -0.4324
C -3.9300 -3.1021 2.1250 0.0 0.0 0.0 -0.4092
C -3.8014 -3.4388 3.4672 0.0 0.0 0.0 -0.6186
C -2.6806 -4.1218 3.9097 0.0 0.0 0.0 -0.7419
C -1.6787 -4.4656 3.0110 0.0 0.0 0.0 -0.4896
C 1.0039 -5.4056 1.3156 0.0 0.0 0.0 0.1820
C 1.6153 -4.7193 2.3627 0.0 0.1 0.0 0.1388
C 2.7635 -5.2356 2.9466 0.0 0.0 0.0 -0.8118
C 3.3123 -6.4224 2.4757 0.0 0.0 0.0 -0.5764
C 2.7102 -7.0981 1.4248 0.0 0.0 0.0 -0.7271
C 1.5546 -6.5911 0.8447 -0.1 0.0 0.1 -0.5032
C -1.3491 -5.9663 -0.6545 0.1 0.0 -0.1 0.0427
C -2.3653 -6.7636 -0.1427 0.1 -0.1 0.0 -0.3149
C -3.0015 -7.6817 -0.9661 0.0 0.0 0.0 -0.7002
C -2.6256 -7.7993 -2.2976 0.0 0.0 0.0 -0.4410
C -1.6145 -6.9981 -2.8108 0.0 0.0 0.0 -0.5860
C -0.9789 -6.0764 -1.9913 0.0 0.0 0.0 -0.4775
H -3.0259 -3.1480 0.1823 0.0 0.0 0.0 0.4432
H -4.7972 -2.5590 1.7783 -0.1 0.0 0.0 0.4266
H -4.5770 -3.1603 4.1695 0.0 0.0 0.0 0.3950
H -2.5773 -4.3809 4.9557 0.0 0.0 0.0 0.4121
H -0.8043 -4.9988 3.3615 0.0 0.0 0.0 0.4820
H 1.2091 -3.7687 2.6937 0.0 0.0 0.0 0.2544
H 3.2383 -4.7060 3.7638 0.0 0.0 0.0 0.4226
H 4.2130 -6.8178 2.9275 0.0 0.0 0.0 0.3852
H 3.1414 -8.0186 1.0529 0.0 0.0 0.0 0.3952
H 1.0818 -7.1205 0.0256 0.0 0.0 0.0 0.4307
H -2.6683 -6.6668 0.8935 0.0 0.0 0.0 0.3877
H -3.7993 -8.2973 -0.5704 0.0 0.0 0.0 0.3942
H -3.1315 -8.5092 -2.9397 0.0 0.0 0.0 0.3803
H -1.3306 -7.0801 -3.8522 0.0 0.0 0.0 0.4094
H -0.2185 -5.4115 -2.3865 0.0 0.0 0.0 0.3603
```
Forces are in eV/Å.

Relative energy (zero: lowest compared OMol25 entry of this formula, charge and spin) (kcal/mol): 3.4
E_LUMO (spin up / spin down) (eV): 1.9 / 1.9
Charge: -1
Electronic energy (eV): -159760.8174
Molecular weight (g mol⁻¹): 1261.6
Largest force on an atom (eV Å⁻¹): 0.48
HOMO (spin up / spin down) (eV): -4.725 / -4.375